Entry 1:
Entry from the OMol25 dataset: a structure of composition C56H44AsKN3O2PS5 (the ωB97M-V functional and the def2-TZVPD basis).

Its relative energy (zero: lowest compared OMol25 entry of this formula, charge and spin) is 34.6 kJ/mol. Its LUMO energy is 3.63 eV. For the maximum force, the calculation gives 0.54 eV Å⁻¹. The HOMO energy comes out at -1.180 eV.

The geometry in ORCA input format:
```
! wB97M-V def2-TZVPD RIJCOSX def2/J DEFGRID3
* xyz -2 1
As 2.94115 2.69673 -4.26008
K -1.42017 -0.34159 0.88311
S -2.73246 -6.06955 -5.19604
S -3.19848 -1.33804 -1.79589
S -1.09391 -3.56510 -0.16548
S -3.37660 -3.49172 -3.82928
S -1.57102 -5.28441 -2.56334
P 1.16500 -0.21728 -1.17088
O -2.67555 -1.29767 2.71827
O -2.12481 1.92476 -0.25120
N -1.75123 -1.13638 9.41545
N -2.88988 1.50756 2.34226
N -3.48049 1.46181 3.46170
C 2.31338 -2.15534 0.47870
C -2.74626 -2.91179 -2.29501
C 1.07359 0.05440 3.34508
C 4.20722 -1.66923 1.86298
C -3.19597 -2.01865 4.87714
C -5.20911 0.97083 8.11959
C 0.67922 -1.34981 5.28738
C 5.68751 1.87976 -3.83257
C -2.09340 1.98985 -1.67111
C 0.10279 -1.59267 6.51503
C -0.44948 0.77493 5.16389
C -3.09919 -0.98436 3.84719
C 0.30135 -1.92288 -3.19750
C 4.37607 0.23295 -4.98212
C -2.65249 4.26689 -0.14583
C -0.74654 -0.64371 7.08254
C -3.07600 5.36309 0.59426
C -3.35127 3.94539 2.50471
C -4.19254 -0.48544 6.47588
C 5.46594 -0.62351 -4.99791
C 2.68627 2.56920 -8.46408
C -2.56462 3.00826 0.43945
C -4.15249 0.55545 5.52265
C -1.02257 0.53952 6.40079
C 1.40140 -1.52409 -2.44358
C -4.71148 -0.25752 7.75966
C -1.32198 -0.90153 8.37375
C 4.47809 1.49338 -4.39914
C -3.68332 -1.77672 6.10624
C 4.06577 -0.33286 1.64355
C -2.47196 -4.01342 0.91787
C 2.70357 0.16754 1.21652
C 1.68239 -3.42746 -4.46453
C 2.27531 2.42874 -6.08468
C 2.78690 -3.03560 -3.71203
C 2.25202 1.08923 -1.94590
C -2.94623 2.82382 1.78586
C 3.23613 -2.60643 1.43140
C 2.64725 -2.09333 -2.70529
C 6.67084 -0.22955 -4.42948
C 0.41912 -0.15890 4.59729
C -4.68749 1.80401 5.91224
C 2.16044 -0.81354 0.18552
C 0.43801 -2.87314 -4.20509
C 0.97722 2.00843 -6.35477
C 1.77961 0.21141 2.38091
C 1.74271 1.44576 -3.33474
C 0.53585 1.86833 -7.66601
C -3.41699 5.20394 1.92559
C 3.12212 2.71078 -7.15617
C -5.19916 2.00334 7.17287
C -3.55022 0.33573 4.22224
C 6.78171 1.02291 -3.84561
C -2.56535 -5.01015 -3.92385
C 1.38754 2.14780 -8.72287
C -1.88275 -3.78939 -1.70904
H -1.32283 2.68860 -2.01035
H 5.77215 2.85330 -3.36286
H 2.78924 1.18011 0.81265
H -4.68684 2.61096 5.19477
H 3.37045 -3.66650 1.60181
H -0.47433 1.52736 -7.85552
H 3.36219 2.78239 -9.28358
H 7.71366 1.32925 -3.38674
H -5.59001 1.14111 9.11832
H 0.30518 -2.51401 7.04499
H 0.75791 1.91619 -3.27287
H -2.74913 -5.05654 0.76811
H 3.43632 -0.09368 -5.41357
H -0.67592 1.68444 4.62359
H -1.70281 1.25788 6.83463
H -3.62537 3.80131 3.53976
H -2.37658 4.39850 -1.18179
H -0.43219 -3.18775 -4.77014
H -3.31866 -3.35815 0.72637
H -5.59692 2.97767 7.43453
H 7.51671 -0.90590 -4.42927
H -3.73737 6.05348 2.51622
H -3.71815 -2.56808 6.84927
H 3.75763 -3.47982 -3.90258
H 1.64208 0.55079 -3.95214
H -3.07112 2.29905 -2.04914
H 5.13091 -2.03344 2.30751
H 5.36562 -1.60794 -5.43787
H 1.79108 -4.17592 -5.24073
H -3.12767 6.33733 0.12360
H 0.30009 1.76657 -5.54499
H -4.69646 -1.07269 8.47470
H 2.23113 1.97023 -1.29806
H -2.83215 -2.99831 4.59095
H -2.14322 -3.85373 1.94218
H -1.85967 0.98703 -2.01706
H -0.67478 -1.49825 -2.97674
H 3.49649 -1.80924 -2.09182
H 3.28563 0.72676 -1.97382
H 4.83900 0.38268 1.89503
H 1.78208 -2.89084 -0.11922
H 1.33967 -2.07519 4.83128
H 1.04525 2.03106 -9.74364
H 4.14171 3.02813 -6.96416
*
```

***

Entry 2:
Entry from the OMol25 dataset: a structure of composition C56H44BrGeHfNOP in a non-equilibrium geometry (the ωB97M-V functional and the def2-TZVPD basis).

Its relative energy (zero: lowest compared OMol25 entry of this formula, charge and spin) is 103.3 kJ/mol. Its LUMO energy (alpha / beta) is -6.12 / -6.35 eV. For the maximum force, the calculation gives 2.15 eV Å⁻¹. The HOMO energy (alpha / beta) comes out at -11.704 / -12.747 eV.

The geometry in ORCA input format:
```
! wB97M-V def2-TZVPD RIJCOSX def2/J DEFGRID3
* xyz 2 2
Hf -0.32977 -0.17005 -0.01026
Br 5.24484 0.89117 2.73042
Ge 0.83001 -2.01488 -1.50707
P -1.87711 1.62551 -2.17289
O -1.78665 0.23951 -1.44498
N 1.63872 -0.42232 1.37393
C 2.38507 -2.99733 -0.85805
C -0.53964 0.72057 4.35510
C 4.59633 -4.40321 0.12876
C 1.05047 2.89272 0.31710
C 2.69435 3.50099 4.65203
C -2.82183 -5.06310 -1.52084
C -4.54835 1.89548 -1.85494
C -1.77144 -3.04742 -0.80295
C -1.70314 -5.35210 -2.29950
C 2.77374 0.24508 1.55350
C 2.38188 0.44821 -4.54686
C 1.61435 3.77377 3.82108
C 2.04351 -0.20385 -5.72604
C -2.85969 -3.90764 -0.75628
C -1.08512 0.58218 6.78709
C -0.18250 2.49217 -0.19644
C -3.22171 3.78149 -1.07570
C 0.62255 2.87371 -2.45342
C -4.38634 4.43298 -0.69341
C 2.05675 3.30105 -0.55311
C -5.61709 3.81957 -0.88904
C -1.72159 -0.04719 7.84427
C -2.58517 -1.72045 6.33956
C 0.96295 -1.94713 -4.45339
C 1.28323 -1.30024 -3.26028
C 3.38213 -1.16427 3.37963
C -0.62063 -4.48003 -2.32682
C 1.36390 -1.46953 2.16810
C -1.90481 2.38051 -6.11162
C 1.34134 -1.40344 -5.67577
C -1.86414 0.13028 -4.44782
C -1.95782 -1.09338 5.28171
C -0.64364 -3.29844 -1.58155
C 0.57487 1.68931 4.47986
C 2.23094 -3.94884 0.15405
C 1.65994 1.42940 5.31887
C 2.71598 2.32597 5.39691
C 3.32847 -4.64962 0.64430
C 2.20387 -1.86823 3.17964
C -1.88167 2.54790 -4.73958
C -1.26065 0.15869 1.90438
C 4.76242 -3.46414 -0.88070
C -0.38598 2.45410 -1.59784
C -3.30600 2.51175 -1.65204
C -2.46658 -1.20197 7.62611
C -1.91848 1.09495 -6.65059
C 3.66764 -0.10032 2.54505
C -0.92284 0.40874 3.07287
C -1.90390 -0.02173 -5.82696
C 1.83045 3.32178 -1.92312
C 3.66198 -2.76522 -1.37343
C -1.84906 1.41639 -3.91401
C 0.56683 2.86760 3.72725
C -5.70078 2.55398 -1.46674
C -1.18408 0.06232 5.48526
C 1.99937 -0.09969 -3.32346
H 2.29836 0.39940 -2.40641
H 0.42063 -2.88743 -4.43496
H -1.91147 3.54757 -4.31304
H 1.94400 -2.71738 3.79897
H -1.67292 -6.26837 -2.87942
H -6.66717 2.08729 -1.61804
H -1.83757 -2.15638 -0.17677
H -0.29550 3.08689 3.10192
H -1.94956 0.96750 -7.72684
H -6.52428 4.33525 -0.59591
H -1.92794 3.24481 -6.76395
H -1.64861 0.37117 8.84171
H 0.44120 -2.00142 1.97307
H 3.51085 4.20798 4.73088
H 2.60890 3.67331 -2.59252
H -3.66291 -5.74570 -1.50193
H 1.57837 4.70453 3.26486
H 3.19346 -5.39972 1.41630
H 3.01239 3.62337 -0.15689
H 0.25656 -4.73314 -2.91420
H 1.09253 -1.92191 -6.59516
H -1.02341 2.34968 0.48385
H 2.98092 1.07427 0.88929
H 2.96480 1.36557 -4.58444
H -2.05297 -1.49543 4.28028
H 4.07077 -1.44310 4.16733
H -1.92468 -1.01489 -6.25775
H 1.67479 0.51613 5.90618
H -1.84529 -0.73570 -3.79739
H 3.55744 2.11037 6.04450
H -4.33325 5.41942 -0.24555
H 0.48403 2.82606 -3.52658
H 2.34156 0.21484 -6.68105
H 3.80383 -2.04451 -2.17396
H 1.24062 -4.17385 0.54410
H -4.61005 0.91253 -2.31079
H -2.96214 -1.69369 8.45588
H -2.26086 4.26735 -0.93806
H 5.45124 -4.95639 0.50221
H -3.17368 -2.61463 6.16871
H 5.74816 -3.28313 -1.29552
H -0.53354 1.49821 6.96141
H 1.20220 2.92452 1.39201
H -3.72046 -3.68526 -0.13561
*
```

***

Entry 3:
Entry from the OMol25 dataset: a structure of composition C56H44GeN2O9PSTeTi in a non-equilibrium geometry (the ωB97M-V functional and the def2-TZVPD basis).

Its relative energy (zero: lowest compared OMol25 entry of this formula, charge and spin) is 128.3 kJ/mol. Its LUMO energy (alpha / beta) is 3.82 / 3.46 eV. For the maximum force, the calculation gives 3.14 eV Å⁻¹. The HOMO energy (alpha / beta) comes out at -0.793 / -0.754 eV.

The geometry in ORCA input format:
```
! wB97M-V def2-TZVPD RIJCOSX def2/J DEFGRID3
* xyz -2 2
Te 0.87140 -2.99690 -2.19394
Ge -0.32354 1.34544 2.34268
Ti -0.19043 -0.06765 0.00192
S 2.55546 -0.17376 -2.02293
P -0.03469 2.02628 -1.69330
O 3.02218 -1.95375 1.18300
O 2.84705 -1.10631 -3.09351
O 3.54196 -0.22103 -0.95917
O -2.08193 0.12390 0.36533
O -2.10364 -1.58030 -3.16290
O -1.14144 -1.39549 -1.28223
O -3.89547 -1.11002 0.82182
O 1.54695 -0.30979 0.77367
O 1.13379 -0.24248 -1.59361
N -0.47099 -1.51469 1.19228
N -1.15249 -1.12543 -2.58320
C 0.44533 -3.53403 2.10187
C 2.96907 4.00313 -3.73184
C 0.33513 3.75515 4.15614
C 1.33516 3.43392 0.50295
C -3.10454 -5.92099 -2.01132
C 2.45404 1.25382 3.42176
C -0.47659 3.20995 3.16553
C 3.56510 0.71651 4.05441
C -0.04895 5.45839 0.44082
C -1.81387 5.23666 3.24932
C 2.18977 -4.65207 -2.73530
C -2.74719 -5.26649 -3.18091
C -2.78496 1.29298 -5.31699
C -1.75157 5.75137 -1.24481
C -0.83350 -3.95648 2.34616
C 3.98074 3.06635 -3.90075
C -2.43871 1.68882 -2.97572
C 3.43356 -6.61851 -2.05431
C -2.79269 0.03877 5.70215
C 2.68603 -4.82319 -4.02348
C 0.09520 5.02147 4.67323
C -2.27293 -5.84776 -0.90415
C -0.45569 3.70611 -1.20430
C 0.31148 4.16622 -0.06577
C 1.77036 -1.50998 1.15873
C -0.75296 -4.41620 -2.11347
C -3.29616 1.48750 -4.04202
C 2.27065 -1.20025 4.67194
C -1.54971 3.98347 2.72299
C 3.80741 1.79683 -3.38381
C 3.52884 -5.88191 -4.33271
C -1.10440 -5.10173 -0.95843
C -3.18885 0.84623 3.09766
C 1.60580 2.39104 -2.53889
C -1.03581 6.21282 -0.12699
C 3.89931 -6.78898 -3.35047
C 1.16266 -0.64314 4.04830
C -1.45707 4.49823 -1.75343
C -1.71566 0.40640 4.90810
C 0.63797 -2.27555 1.49191
C -4.07769 0.04067 5.17936
C -1.71901 -1.95460 1.38690
C -4.27284 0.46308 3.87460
C 1.21736 0.60748 3.43166
C 3.47413 -0.51352 4.69045
C 2.64042 1.47263 -2.70874
C 1.80247 3.66802 -3.06832
C -0.98594 5.76793 4.22720
C -0.55150 1.52360 -4.45647
C -1.05759 1.73439 -3.17821
C -1.95713 -3.16216 1.97649
C 2.59172 -5.55763 -1.75551
C -1.41444 1.29814 -5.51850
C -1.57861 -4.52222 -3.22745
C -1.87907 0.78523 3.57478
C -2.69517 -0.92952 0.81986
H -0.72338 0.40915 5.34076
H 3.73433 -7.31317 -1.27860
H 3.89809 -6.00889 -5.34407
H -2.66372 5.80580 2.89191
H -1.30799 -3.98772 -4.12909
H 4.56383 1.03014 -3.48915
H -2.19995 3.57698 1.95499
H -3.36473 1.19055 2.08722
H -2.63226 -0.26140 6.73293
H -4.03478 -6.47477 -1.96135
H 4.55412 -7.61850 -3.59204
H 0.74780 5.42730 5.43999
H 1.30878 -4.13603 2.34993
H -1.18081 6.75172 4.64078
H -2.54859 -6.35463 0.01366
H 4.50710 1.25311 4.05527
H 4.89051 3.32883 -4.42618
H 2.19576 -2.17683 5.13740
H -2.51675 6.36845 -1.70001
H -2.96576 -3.50751 2.14108
H 3.51554 -1.33039 0.60474
H -2.01421 4.13872 -2.61064
H 1.72089 2.51147 0.08694
H -4.91769 -0.28000 5.78656
H -1.00414 -4.92364 2.80222
H 1.91942 3.87424 1.29933
H -5.26904 0.48457 3.44943
H -1.27281 7.18631 0.28971
H -3.39020 -5.31660 -4.05138
H 0.22770 -1.19277 4.05101
H 0.48382 5.82332 1.31052
H -2.82271 1.79004 -1.96599
H 1.02552 4.41186 -2.94608
H -4.36639 1.47180 -3.88147
H -3.45330 1.11684 -6.15078
H 1.16640 3.17709 4.54111
H 2.40650 -4.10729 -4.78684
H -0.46538 -5.03776 -0.08768
H -1.01028 1.13292 -6.50989
H 0.51751 1.51230 -4.62089
H 2.54654 2.19617 2.89441
H 2.23520 -5.41604 -0.74107
H 3.09468 5.00714 -4.11980
H 4.34182 -0.93737 5.18299
*
```

***

Entry 4:
Entry from the OMol25 dataset: a structure of composition C56H45Cl2IN5O3P2PtS in a non-equilibrium geometry (the ωB97M-V functional and the def2-TZVPD basis).

Its relative energy (zero: lowest compared OMol25 entry of this formula, charge and spin) is 385.1 kJ/mol. Its LUMO energy (alpha / beta) is -10.62 / -10.62 eV. For the maximum force, the calculation gives 2.48 eV Å⁻¹. The HOMO energy (alpha / beta) comes out at -13.328 / -13.336 eV.

The geometry in ORCA input format:
```
! wB97M-V def2-TZVPD RIJCOSX def2/J DEFGRID3
* xyz 3 1
Pt -0.16683 -0.13246 0.59065
I 2.65991 2.04698 5.85384
Cl -5.12071 6.43166 2.93476
Cl -5.52482 2.09235 -0.28271
S 0.60302 -1.84560 -1.57755
P 2.03178 -1.16638 1.10502
P -0.65241 0.86275 -1.64000
O -1.99173 1.60974 1.10911
O 0.09576 2.28798 1.00989
O -0.39426 -2.70436 -2.21927
N -4.08001 4.16525 1.13109
N -1.95330 -2.94332 0.04595
N -0.59244 -0.08324 4.17565
N -1.69300 -1.83085 0.74101
N 0.00580 0.26717 3.03502
C 1.15209 1.08741 4.76644
C -6.06277 5.32361 2.01196
C -3.13898 5.15120 1.03421
C -4.43797 -0.58398 -1.76912
C -2.17985 4.62991 -2.02055
C -0.84240 2.65544 -1.78076
C -3.47174 6.40752 0.48867
C 0.21247 4.81140 -1.89336
C -6.27242 3.32834 0.65515
C -5.43628 4.30917 1.24306
C -2.50562 7.37051 0.32860
C 0.83325 1.31483 -4.00568
C -2.17658 0.08724 -2.23865
C 0.58075 0.47012 -2.92569
C -7.44355 5.35414 2.13392
C 1.93910 -3.33753 5.13203
C 0.05954 0.39080 5.24863
C 2.53638 -2.63731 0.13652
C 3.41044 -0.02081 0.82756
C -2.64198 -1.73232 1.66682
C 3.09077 -1.79922 3.67943
C -3.05276 -3.55168 0.50794
C -8.22917 4.38667 1.52758
C 3.10832 1.23203 0.29664
C 2.05171 -1.90872 2.76089
C -1.17885 7.09759 0.66414
C 3.86870 -4.62713 -0.09494
C -1.03151 5.40520 -2.04217
C -1.80102 4.89207 1.43030
C -4.59468 -0.97515 -3.09058
C -7.64335 3.36203 0.79242
C 3.28396 -4.89004 -1.32427
C 4.11931 2.14057 0.04735
C 3.03925 -2.54187 4.84939
C -2.09304 3.25566 -1.87557
C -1.43931 3.67119 2.21216
C -3.52963 -2.79996 1.56277
C 5.74146 0.54659 0.81960
C 0.93307 -2.69184 3.05647
C -1.08812 2.43030 1.35660
C 1.68989 0.90485 -5.01472
C 2.09540 -1.17402 -3.87271
C -2.31758 -0.35188 -3.55355
C 1.06825 0.97936 3.37220
C -0.84289 5.86658 1.20286
C 1.21456 -0.76999 -2.88901
C -3.23745 -0.04737 -1.34401
C 0.86945 -3.38663 4.24765
C -3.53232 -0.86457 -3.97487
C 3.49458 -3.51495 0.64071
C 2.32684 -0.32500 -4.94783
C 1.96858 -2.91584 -1.10061
C 5.43826 1.79973 0.30937
C 2.30845 -4.04342 -1.82710
C 0.31052 3.44138 -1.76023
C 4.73785 -0.37171 1.07108
H -2.25144 3.38455 2.88216
H -1.09957 6.47326 -2.17206
H -2.76801 8.33442 -0.07569
H -7.90122 6.13412 2.72071
H -4.48878 6.58669 0.17096
H 1.71951 1.41669 2.63997
H 2.07299 1.48871 0.09912
H 4.60160 -5.30739 0.31166
H -4.39467 -2.99450 2.16060
H -0.00443 -3.97486 4.48550
H 3.86608 -2.50303 5.54278
H -2.98463 2.64629 -1.86340
H 3.87646 3.11339 -0.35142
H 3.91830 -3.34873 1.61952
H 1.27464 2.96620 -1.65395
H 1.84978 1.54921 -5.86639
H -1.43517 -3.18611 -0.79870
H -3.64691 -1.18015 -5.00082
H -3.11143 0.27610 -0.32171
H 6.76635 0.27609 1.02245
H 1.10335 5.41654 -1.88484
H 6.22715 2.50569 0.10442
H 2.99128 -0.63620 -5.73946
H -0.41922 7.85007 0.52284
H -0.54983 3.89288 2.80292
H -9.30118 4.41375 1.64155
H -3.41650 -4.46157 0.07552
H 4.99561 -1.35224 1.44058
H -8.25099 2.59897 0.33173
H -1.49272 -0.28753 -4.24697
H 3.56871 -5.76841 -1.88034
H -2.66332 -0.89434 2.33681
H 1.91056 -3.91489 6.04274
H 0.11369 -2.73078 2.34629
H 0.33858 2.27160 -4.07410
H -1.41266 -0.67222 4.18420
H -5.25198 -0.70267 -1.07067
H 0.17351 5.66994 1.50137
H -0.27147 0.22887 6.25460
H -5.54054 -1.36696 -3.43183
H 2.58786 -2.13246 -3.81979
H 1.79979 -4.26534 -2.75179
H -3.14709 5.09530 -2.13122
H -3.75418 3.20382 1.02088
H 3.93106 -1.14615 3.48927
*
```